{"formula": "C42H84FN4O8P2S", "method": "ωB97M-V/def2-TZVPD", "lumo_ev": [-2.563, -2.563], "multiplicity": 3, "total_charge": 1, "e_homo_ev": [-9.735, -10.579], "s_squared": 2.008, "species": ["C", "C", "C", "C", "C", "C", "C", "C", "F", "O", "C", "N", "C", "C", "C", "C", "C", "C", "C", "C", "O", "C", "C", "C", "O", "C", "O", "C", "C", "O", "N", "P", "S", "P", "C", "O", "H", "H", "H", "H", "H", "H", "H", "H", "H", "H", "H", "H", "H", "H", "H", "H", "H", "H", "H", "H", "H", "H", "H", "H", "H", "H", "H", "H", "H", "H", "H", "H", "H", "H", "H", "H", "H", "H", "H", "H", "H", "H", "H", "H", "H", "H", "H", "H", "C", "C", "C", "C", "C", "C", "N", "O", "C", "C", "C", "H", "H", "H", "H", "H", "H", "H", "H", "H", "H", "H", "H", "H", "H", "H", "H", "H", "H", "C", "C", "C", "C", "C", "C", "N", "O", "C", "C", "C", "H", "H", "H", "H", "H", "H", "H", "H", "H", "H", "H", "H", "H", "H", "H", "H", "H", "H"], "positions_angstrom": [[5.09, 6.10, 3.45], [5.01, 6.57, 2.33], [5.03, 6.96, 0.93], [3.74, 6.68, 0.14], [2.42, 6.87, 0.92], [2.36, 8.20, 1.67], [1.59, 7.97, 2.97], [1.39, 9.23, 3.77], [2.30, 7.08, 3.78], [1.43, 6.98, -0.10], [1.17, 5.73, -0.72], [0.55, 6.02, -1.99], [0.10, 5.00, 0.18], [-1.05, 5.96, 0.55], [-2.42, 5.25, 0.49], [-2.88, 4.95, -0.95], [-4.27, 5.52, -1.30], [-5.41, 4.51, -1.15], [-5.48, 4.03, 0.32], [-6.87, 3.46, 0.61], [-6.92, 2.61, 1.74], [-6.21, 3.09, 2.85], [2.37, 4.76, -0.82], [2.27, 3.82, -2.03], [1.18, 2.97, -1.71], [1.23, 1.69, -2.29], [0.76, 0.79, -1.32], [1.68, -0.25, -1.06], [1.09, -1.16, 0.04], [-0.09, -0.59, 0.58], [3.77, 5.39, -0.67], [4.78, 4.09, 0.08], [6.59, 3.99, -0.55], [4.43, 5.74, -2.40], [5.83, 6.92, -2.26], [3.28, 6.62, -3.15], [5.19, 5.62, 4.38], [5.93, 6.57, 0.46], [5.16, 8.04, 0.91], [3.68, 7.48, -0.60], [2.21, 6.02, 1.57], [3.33, 8.60, 1.96], [1.76, 8.91, 1.11], [0.65, 7.47, 2.75], [0.74, 9.90, 3.21], [2.36, 9.68, 3.98], [0.94, 8.99, 4.73], [-0.13, 5.31, -2.21], [0.15, 6.94, -2.00], [-0.36, 4.17, -0.36], [0.54, 4.68, 1.12], [-0.90, 6.39, 1.54], [-1.12, 6.80, -0.13], [-3.15, 5.91, 0.96], [-2.33, 4.33, 1.06], [-2.19, 5.32, -1.71], [-2.93, 3.87, -1.06], [-4.48, 6.45, -0.77], [-4.23, 5.79, -2.36], [-6.33, 5.03, -1.40], [-5.27, 3.68, -1.84], [-5.24, 4.88, 0.95], [-4.74, 3.25, 0.43], [-7.60, 4.27, 0.70], [-7.14, 2.86, -0.25], [-6.60, 2.62, 3.75], [-5.15, 2.82, 2.81], [-6.28, 4.17, 2.98], [2.28, 4.09, 0.04], [2.04, 4.36, -2.95], [3.18, 3.22, -2.15], [2.23, 1.38, -2.58], [0.52, 1.63, -3.12], [1.79, -0.84, -1.97], [2.64, 0.11, -0.70], [1.79, -1.29, 0.86], [0.83, -2.13, -0.40], [-0.33, -1.06, 1.38], [4.63, 4.21, 1.48], [4.13, 2.89, -0.26], [5.61, 7.76, -1.60], [5.93, 7.36, -3.25], [6.77, 6.45, -2.02], [3.70, 7.37, -3.60], [-3.30, -5.92, 2.45], [-2.00, -5.35, 1.83], [-1.02, -6.48, 1.51], [-0.30, -7.06, 2.72], [0.34, -5.94, 3.55], [-0.67, -4.87, 3.95], [-1.41, -4.34, 2.77], [-0.63, -3.55, 2.11], [-1.64, -5.44, 5.00], [0.06, -3.74, 4.69], [-2.43, -4.70, 0.52], [-3.77, -5.22, 3.13], [-4.04, -6.14, 1.67], [-3.14, -6.86, 2.98], [-0.27, -6.12, 0.80], [-1.55, -7.28, 0.99], [-0.98, -7.65, 3.33], [0.48, -7.74, 2.38], [0.79, -6.37, 4.45], [1.15, -5.49, 2.98], [-2.42, -4.71, 5.25], [-1.11, -5.68, 5.92], [-2.13, -6.36, 4.69], [0.86, -3.31, 4.10], [0.51, -4.13, 5.61], [-0.63, -2.94, 4.97], [-3.11, -3.86, 0.70], [-2.95, -5.43, -0.09], [-1.59, -4.34, -0.06], [0.20, -10.70, -3.54], [-0.58, -9.61, -2.77], [-1.60, -8.94, -3.70], [-0.99, -7.93, -4.68], [-0.09, -6.94, -3.95], [0.97, -7.62, -3.09], [0.38, -8.63, -2.17], [-0.20, -8.02, -1.20], [2.03, -8.26, -4.01], [1.75, -6.56, -2.31], [-1.35, -10.36, -1.68], [1.20, -10.84, -3.13], [-0.29, -11.67, -3.46], [0.29, -10.49, -4.60], [-2.35, -8.41, -3.10], [-2.14, -9.70, -4.26], [-0.42, -8.45, -5.46], [-1.79, -7.40, -5.19], [0.38, -6.27, -4.67], [-0.72, -6.30, -3.31], [2.76, -8.82, -3.43], [2.56, -7.49, -4.57], [1.61, -8.93, -4.76], [1.10, -5.94, -1.69], [2.26, -5.89, -3.00], [2.50, -7.02, -1.67], [-0.68, -10.83, -0.97], [-1.97, -11.13, -2.14], [-2.03, -9.71, -1.13]], "lowdin_charge": [0.157, -0.150, -0.199, -0.253, -0.245, -0.046, -0.382, -0.021, -0.025, -0.040, -0.478, 0.135, -0.086, -0.180, -0.193, -0.193, -0.210, -0.202, -0.201, -0.227, -0.173, -0.130, -0.226, -0.220, -0.086, -0.214, -0.093, -0.178, -0.217, -0.061, -0.371, 0.457, 0.269, 0.944, -0.243, -0.240, 0.043, 0.076, 0.130, 0.132, 0.153, 0.122, 0.143, 0.133, 0.090, 0.091, 0.087, 0.084, 0.104, 0.113, 0.122, 0.094, 0.108, 0.102, 0.114, 0.088, 0.112, 0.112, 0.103, 0.113, 0.116, 0.100, 0.118, 0.128, 0.123, 0.087, 0.083, 0.089, 0.123, 0.115, 0.092, 0.130, 0.147, 0.124, 0.117, 0.116, 0.111, 0.074, 0.021, 0.008, 0.047, 0.058, 0.020, 0.073, -0.030, -0.475, -0.140, -0.166, -0.134, -0.495, -0.073, -0.037, -0.036, -0.046, -0.042, 0.087, 0.081, 0.071, 0.112, 0.118, 0.105, 0.116, 0.125, 0.124, 0.092, 0.089, 0.059, 0.075, 0.087, 0.090, 0.094, 0.087, 0.073, -0.031, -0.482, -0.134, -0.173, -0.136, -0.495, -0.075, -0.027, -0.037, -0.042, -0.047, 0.088, 0.081, 0.070, 0.123, 0.127, 0.103, 0.114, 0.124, 0.124, 0.093, 0.087, 0.059, 0.071, 0.085, 0.093, 0.095, 0.087, 0.076]}